--- a ---
This record from the Open Molecules 2025 dataset describes the molecule C6H12O. The level of theory is ωB97M-V/def2-TZVPD.

As for the SMILES: CC[C@@]1(C)C[C@H]1O. For the HOMO energy, the calculation gives -9.426 eV. As for the spin multiplicity: 1. The net charge is 0.

Element x y z (Å)
1 C 2.023 0.294 -0.491
2 C 1.050 -0.175 0.593
3 C -0.384 -0.319 0.112
4 C -0.596 -1.254 -1.062
5 C -1.469 -0.247 1.162
6 C -1.290 0.883 0.201
7 O -0.826 2.085 0.746
8 H 1.728 1.272 -0.892
9 H 2.067 -0.408 -1.330
10 H 3.037 0.392 -0.089
11 H 1.073 0.532 1.429
12 H 1.388 -1.143 0.989
13 H -0.172 -0.843 -1.986
14 H -0.123 -2.227 -0.878
15 H -1.663 -1.433 -1.237
16 H -1.161 -0.049 2.186
17 H -2.344 -0.886 1.064
18 H -2.042 1.001 -0.583
19 H -0.297 2.525 0.068

***

--- b ---
This record from the Open Molecules 2025 dataset describes a cluster of 2 separate species, C6H12O in total. The level of theory is ωB97M-V/def2-TZVPD.

For the HOMO energy, the calculation gives -8.426 eV. As for the spin multiplicity: 1. The net charge is 0.

Element x y z (Å)
1 C -0.101 0.393 -2.810
2 C -0.334 -1.247 -0.346
3 O 0.889 -1.746 -0.224
4 C 1.306 -0.872 0.854
5 C -0.084 -0.224 0.788
6 C -1.016 -0.555 1.947
7 C -0.100 1.270 0.481
8 H -0.199 0.021 -3.828
9 H -0.662 1.322 -2.692
10 H 0.956 0.588 -2.600
11 H -0.486 -0.349 -2.134
12 H 2.155 -0.257 0.542
13 H 1.553 -1.453 1.746
14 H -1.029 -1.630 2.163
15 H -2.041 -0.249 1.707
16 H -0.698 -0.020 2.849
17 H -1.100 1.605 0.185
18 H 0.600 1.542 -0.317
19 H 0.186 1.825 1.387

***

Comparing the structures above, a comes out on top by 0.0996 hartree.